Record 1
{"formula": "C4H9N2S", "method": "the ωB97M-V functional and the def2-TZVPD basis", "symbols": ["C", "N", "C", "N", "C", "S", "C", "H", "H", "H", "H", "H", "H", "H", "H", "H"], "coordinates": [[-2.607718, -1.083559, -0.308006], [-1.460921, -0.668338, -0.568513], [-0.744143, -0.921485, -1.856201], [-0.895547, 0.172642, 0.366806], [0.349333, 0.483648, 0.565417], [0.761914, 1.786039, 1.602750], [2.544069, 1.444695, 1.733459], [-3.091947, -0.552165, 0.612148], [-3.101067, -1.649661, -1.136325], [-1.501008, -1.139286, -2.607251], [-0.076190, -1.881268, -1.834960], [-0.173387, -0.091461, -2.174925], [1.199847, -0.250724, 0.280101], [3.092797, 2.297068, 2.149730], [2.950986, 1.429487, 0.703270], [2.752982, 0.624368, 2.472501]], "atomic_forces_ev_per_a": [[-3.3, 0.7, 0.4], [4.2, 0.7, -0.3], [0.0, -3.2, -0.1], [-0.2, 1.9, 0.6], [0.3, -2.9, -0.5], [0.2, -0.2, -0.1], [0.7, 0.2, 0.3], [0.7, -1.7, -1.7], [0.2, 0.3, 1.3], [0.0, 0.1, 0.0], [-1.1, 1.9, 0.5], [0.5, 1.0, 0.1], [-1.1, 1.5, -0.1], [-0.7, 0.2, 0.1], [-0.1, -0.9, 0.7], [-0.2, 0.4, -1.3]], "mulliken_charge": [-0.12, 0.49, -0.90, -0.63, 0.02, 0.09, -0.90, 0.32, 0.23, 0.34, 0.34, 0.38, 0.32, 0.36, 0.32, 0.32], "total_energy_ha": -665.1573, "relative_energy_kcal_mol": 84.75, "homo_lumo_gap_ev": 8.440, "smiles": "C=[N+](C)/N=C/SC", "charge": 1, "lumo_energy_ev": -4.7924}

Record 2
{"formula": "C3H7ClFN", "method": "the ωB97M-V functional and the def2-TZVPD basis", "symbols": ["C", "C", "N", "C", "F", "Cl", "H", "H", "H", "H", "H", "H", "H"], "coordinates": [[-0.961361, -0.605635, 0.838347], [-0.072006, -0.297827, -0.355361], [-0.592443, 0.701290, -1.230856], [1.305175, 0.141553, 0.119637], [1.125144, 1.321588, 0.814800], [2.183410, -1.044988, 1.145882], [-0.555457, -1.038857, 1.717538], [-1.900115, -1.103368, 0.522125], [-1.257182, 0.449219, 1.060002], [0.208229, -1.333549, -0.832623], [-0.783657, 1.595421, -0.789223], [-0.641169, 0.868521, -2.262477], [1.941433, 0.346632, -0.747792]], "atomic_forces_ev_per_a": [[-2.1, 2.5, -1.2], [2.0, -3.6, -0.8], [-1.2, 1.5, -1.2], [0.1, 0.6, -0.2], [0.5, -0.2, 0.2], [-0.3, 0.3, -0.2], [0.7, -0.5, 0.4], [0.7, 0.1, 0.2], [-0.3, -0.8, 0.7], [-0.9, 2.0, 0.0], [0.1, -0.5, 0.2], [0.7, -1.5, 1.6], [0.0, 0.0, 0.3]], "mulliken_charge": [-1.13, 0.29, -0.55, -0.05, -0.27, -0.18, 0.36, 0.28, 0.27, 0.32, 0.18, 0.19, 0.31], "total_energy_ha": -733.2951, "relative_energy_kcal_mol": 19.03, "homo_lumo_gap_ev": 10.366, "smiles": "C[C@@H](N)[C@@H](F)Cl", "charge": 0, "lumo_energy_ev": 0.9912}

Record 3
{"formula": "C3H4ClINP", "method": "the ωB97M-V functional and the def2-TZVPD basis", "symbols": ["C", "C", "C", "N", "P", "Cl", "I", "H", "H", "H", "H"], "coordinates": [[0.591006, 1.787235, -0.467500], [-0.280588, 0.741590, -0.089453], [-1.216051, -1.907221, 0.662230], [0.713430, 2.011548, -1.711388], [-1.552726, 0.032427, 0.622525], [1.518469, 2.482816, 0.975066], [2.446571, -1.545172, -0.011760], [-1.171210, -2.164145, -0.368325], [-0.313029, -1.941984, 1.053635], [-2.130731, -2.205124, 1.210574], [1.394860, 2.708030, -1.875601]], "atomic_forces_ev_per_a": [[-0.2, -1.0, 0.3], [-0.2, -0.7, 1.3], [-4.8, 2.9, -1.4], [-0.2, 0.1, 1.0], [0.5, -0.3, -0.5], [-0.6, -0.3, -1.5], [-0.2, 0.3, 0.0], [-0.3, -0.6, -0.8], [3.9, -0.8, 2.4], [1.0, -0.5, -0.3], [1.0, 1.1, -0.5]], "mulliken_charge": [0.50, 0.00, -0.75, -0.50, -0.08, -0.17, -0.01, 0.33, 0.10, 0.30, 0.28], "total_energy_ha": -1270.5558, "relative_energy_kcal_mol": 54.28, "homo_lumo_gap_ev": [8.105, 5.476], "charge": 0, "lumo_energy_ev": [-1.8411, -3.1260]}

Record 4
{"formula": "C27H34AsClN6NaO9", "method": "the ωB97M-V functional and the def2-TZVPD basis", "symbols": ["Na", "C", "C", "N", "C", "C", "C", "C", "C", "C", "C", "C", "C", "N", "C", "H", "H", "H", "H", "H", "H", "H", "H", "O", "C", "O", "C", "C", "N", "N", "C", "C", "O", "O", "H", "H", "H", "O", "Cl", "O", "O", "O", "C", "C", "O", "H", "H", "H", "H", "H", "H", "C", "As", "C", "C", "H", "H", "H", "H", "H", "H", "H", "H", "H", "C", "C", "C", "C", "N", "N", "C", "H", "H", "H", "H", "H", "H", "H", "H"], "coordinates": [[-0.030180, -0.190615, -0.603252], [-3.395996, -3.404994, 0.145393], [-2.684714, -2.266564, -0.263856], [-1.697874, -1.745578, 0.425978], [-1.335316, -2.336292, 1.579066], [-1.989099, -3.472093, 2.082906], [-3.044039, -4.005819, 1.323884], [-1.576582, -4.045927, 3.332933], [-0.568393, -3.501506, 4.042501], [0.129928, -2.343573, 3.559311], [1.185895, -1.748901, 4.273531], [1.813907, -0.648809, 3.755654], [1.393066, -0.157505, 2.507350], [0.415740, -0.703531, 1.818525], [-0.227572, -1.767873, 2.330626], [-4.191709, -3.795999, -0.473855], [-2.924488, -1.772382, -1.199066], [-3.559595, -4.891529, 1.677774], [-2.097168, -4.925867, 3.692859], [-0.261333, -3.931058, 4.989225], [1.484351, -2.168612, 5.228032], [2.621914, -0.154883, 4.278458], [1.864630, 0.715479, 2.070493], [-0.800392, 3.710427, 5.397304], [-1.198902, 3.870021, 4.099155], [-1.212709, 4.956174, 3.605867], [-1.647279, 2.616446, 3.448666], [-2.618893, 1.762111, 3.914884], [-2.755124, 0.802984, 2.977261], [-1.921784, 0.968736, 1.938716], [-1.250992, 2.074348, 2.198298], [-0.076798, 2.510414, 1.336374], [0.882999, 2.945386, 1.986801], [-0.156452, 2.296992, 0.097356], [-0.680786, 2.766395, 5.556492], [-3.234529, 1.791507, 4.799378], [-3.366275, 0.006443, 2.989158], [1.533316, -2.949497, -2.919282], [0.580144, -2.721738, -1.874840], [-0.042927, -3.947234, -1.467972], [-0.424399, -1.769745, -2.309328], [1.258950, -2.127009, -0.717712], [-3.634351, 3.214589, -0.934027], [-3.381781, 1.765850, -1.314521], [-2.043627, 1.538298, -1.707462], [-4.678243, 3.364757, -0.644602], [-3.406210, 3.875207, -1.772274], [-3.001312, 3.503865, -0.093429], [-4.007993, 1.485532, -2.167222], [-3.649504, 1.110875, -0.477817], [-1.449612, 1.907241, -1.007347], [-0.229076, 0.756200, -4.539059], [0.835003, 1.165210, -2.940579], [0.823530, 3.115233, -3.127018], [2.591785, 0.827434, -3.750043], [0.102819, 1.344374, -5.397294], [-1.273273, 0.975400, -4.318436], [-0.131449, -0.306558, -4.759385], [1.364196, 3.425194, -4.023081], [1.267773, 3.564626, -2.239888], [-0.214727, 3.441111, -3.190542], [2.638855, 1.244414, -4.757933], [2.761006, -0.249223, -3.792648], [3.363224, 1.274586, -3.123985], [4.897809, -1.659466, 1.526457], [4.356883, -0.389701, 0.958720], [4.616156, 0.937600, 1.233621], [3.741893, 1.669393, 0.396835], [2.999731, 0.847955, -0.331144], [3.403768, -0.389891, 0.010641], [3.567894, 3.148109, 0.293316], [5.979786, -1.603168, 1.646543], [4.670618, -2.501097, 0.871603], [4.459803, -1.872272, 2.504286], [5.337088, 1.329420, 1.932805], [2.899652, -1.183763, -0.369070], [4.447056, 3.667936, 0.676916], [2.687892, 3.454969, 0.861851], [3.414838, 3.438515, -0.746700]], "atomic_forces_ev_per_a": [[-0.3, 0.6, 0.5], [0.0, 0.0, 0.0], [0.0, 0.0, 0.0], [0.1, -0.1, -0.1], [0.0, 0.0, 0.0], [0.0, 0.0, 0.0], [0.0, 0.0, 0.0], [0.0, 0.0, 0.0], [0.0, 0.0, 0.0], [0.0, 0.0, 0.0], [0.0, 0.0, 0.0], [0.0, 0.0, 0.0], [0.0, -0.1, 0.0], [0.1, 0.0, -0.1], [0.0, 0.0, 0.0], [0.0, 0.0, 0.0], [0.0, 0.0, 0.0], [0.0, 0.0, 0.0], [0.0, 0.0, 0.0], [0.0, 0.0, 0.0], [0.0, 0.0, 0.0], [0.0, 0.0, 0.0], [0.0, 0.0, 0.0], [0.0, 0.0, 0.0], [0.1, 0.0, 0.0], [-0.1, 0.0, 0.0], [-0.1, 0.0, 0.0], [0.0, 0.0, 0.0], [0.0, 0.0, 0.0], [-0.3, 0.2, -0.1], [0.0, 0.0, 0.0], [0.1, -0.4, -0.1], [-0.1, 0.2, 0.0], [-0.1, 0.0, 0.2], [0.0, 0.0, 0.0], [0.0, 0.0, 0.0], [0.0, 0.0, 0.0], [0.0, 0.0, 0.0], [0.0, -0.1, 0.0], [0.0, 0.0, 0.0], [0.0, -0.3, -0.2], [0.1, -0.2, -0.1], [0.0, 0.0, 0.0], [0.1, 0.0, -0.1], [0.1, 0.1, 0.2], [0.0, 0.0, 0.0], [0.0, 0.0, 0.0], [0.0, 0.0, 0.0], [0.0, 0.0, 0.0], [0.0, 0.0, 0.1], [-0.1, 0.0, 0.0], [0.0, 0.0, 0.0], [0.1, 0.1, -0.4], [0.0, 0.0, 0.0], [0.0, 0.0, 0.0], [0.0, 0.0, 0.0], [0.0, 0.0, 0.0], [0.0, 0.0, 0.0], [0.0, 0.0, 0.0], [0.0, 0.0, 0.0], [0.0, 0.0, 0.0], [0.0, 0.0, 0.0], [0.0, 0.0, 0.0], [0.0, 0.0, 0.0], [0.0, 0.0, 0.0], [0.0, 0.0, 0.0], [0.0, 0.0, 0.0], [0.0, 0.0, 0.0], [0.1, -0.1, 0.0], [-0.1, 0.0, 0.1], [0.0, 0.0, 0.0], [0.0, 0.0, 0.0], [0.0, 0.0, 0.0], [0.0, 0.0, 0.0], [0.0, 0.0, 0.0], [0.0, 0.0, 0.0], [0.0, 0.0, 0.0], [0.0, 0.0, 0.0], [0.0, 0.0, 0.0]], "mulliken_charge": [0.78, -1.09, -0.51, 0.64, -0.46, 1.27, -0.86, -0.93, -0.86, 1.17, -0.92, -1.87, -0.40, 1.05, 0.03, 0.42, 0.46, 0.41, 0.40, 0.40, 0.39, 0.60, 0.59, -0.50, 0.55, -0.55, -0.01, -0.77, -0.15, 0.03, 0.34, 0.31, -0.91, -0.64, 0.38, 0.54, 0.19, -0.72, 1.81, -0.72, -0.69, -0.78, -1.19, -0.15, -0.25, 0.38, 0.30, 0.24, 0.45, 0.06, 0.16, -1.22, 0.96, -1.28, -1.24, 0.41, 0.26, 0.34, 0.43, 0.25, 0.35, 0.43, 0.29, 0.33, -1.38, 0.59, -1.04, 0.73, 0.01, 0.31, -1.13, 0.39, 0.34, 0.20, 0.42, 0.15, 0.40, 0.11, 0.19], "total_energy_ha": -4913.2012, "relative_energy_kcal_mol": 42.80, "homo_lumo_gap_ev": 7.313, "charge": -1, "lumo_energy_ev": 1.9042}

Record 5
{"formula": "C3H7FN3", "method": "the ωB97M-V functional and the def2-TZVPD basis", "symbols": ["C", "H", "F", "C", "H", "C", "N", "N", "H", "H", "N", "H", "H", "H"], "coordinates": [[-0.015002, 0.105456, -1.016520], [1.685217, 0.502002, 0.252079], [-2.679136, 0.155158, -0.492136], [0.597352, 0.354572, 0.375719], [-0.710847, 0.914299, -1.301626], [0.074136, -1.276495, -1.482569], [0.414270, -2.398245, -1.559572], [0.400661, -0.769327, 1.280168], [0.771103, -1.619797, 0.853873], [-0.621889, -0.875971, 1.362150], [0.005202, 1.575149, 0.884231], [0.298996, 1.682349, 1.851379], [-1.010726, 1.384464, 0.905403], [0.790660, 0.266387, -1.912573]], "atomic_forces_ev_per_a": [[2.9, 1.0, -3.8], [-0.3, 0.0, 0.2], [0.3, 0.2, 0.4], [0.5, -0.3, -0.3], [-0.8, -1.7, 0.2], [-0.8, -2.4, 1.6], [-0.7, 2.2, -0.4], [-0.4, 0.0, 0.3], [-0.2, 0.2, 0.1], [0.5, -0.2, -0.1], [-0.6, -0.3, 0.1], [0.0, 0.0, -0.1], [0.2, 0.3, -0.2], [-0.5, 1.1, 2.0]], "mulliken_charge": [-0.49, 0.33, -0.91, 0.18, 0.52, 0.25, -0.64, -0.82, 0.28, 0.34, -0.79, 0.26, 0.35, 0.14], "total_energy_ha": -382.6356, "relative_energy_kcal_mol": 0.00, "homo_lumo_gap_ev": 8.267, "charge": -1, "lumo_energy_ev": 4.0489}

Record 6
{"formula": "C4H6N2O2", "method": "the ωB97M-V functional and the def2-TZVPD basis", "symbols": ["O", "C", "C", "N", "N", "C", "C", "O", "H", "H", "H", "H", "H", "H"], "coordinates": [[-0.466348, 2.010730, 1.657515], [-0.791705, 1.827155, 0.325378], [-0.183820, 0.437229, 0.002000], [0.411323, -0.141518, 0.970548], [1.012498, -1.353588, 0.518511], [0.937122, -1.895612, -0.627513], [-0.154722, -1.304486, -1.504087], [-0.449928, 0.029025, -1.221808], [0.298282, 1.452835, 1.759678], [-1.953609, 1.640703, 0.355623], [-0.436763, 2.420832, -0.547305], [1.828141, -2.489605, -0.932167], [-0.124384, -1.516650, -2.660262], [-1.089463, -1.746123, -1.059299]], "atomic_forces_ev_per_a": [[-0.2, 2.4, -0.2], [-1.8, -3.1, -0.5], [-1.8, 1.9, 0.7], [-0.5, -2.5, -2.2], [2.8, -0.5, 1.4], [0.0, 2.6, 0.0], [-1.8, -3.1, -1.3], [1.4, 1.5, -0.5], [0.8, -0.4, 0.9], [2.0, 0.7, -0.8], [-0.3, 0.8, 1.1], [-1.3, -0.2, 0.2], [0.1, 0.7, 2.4], [0.6, -0.7, -1.1]], "mulliken_charge": [-0.52, -0.26, 0.45, -0.29, -0.45, -0.12, -0.27, -0.33, 0.43, 0.24, 0.25, 0.35, 0.26, 0.26], "total_energy_ha": -415.8827, "relative_energy_kcal_mol": 99.11, "homo_lumo_gap_ev": 9.743, "smiles": "OCC1=NN=CCO1", "charge": 0, "lumo_energy_ev": 0.3582}

Record 7
{"formula": "C5H9N3OS", "method": "the ωB97M-V functional and the def2-TZVPD basis", "symbols": ["C", "C", "C", "C", "C", "N", "N", "N", "O", "S", "H", "H", "H", "H", "H", "H", "H", "H", "H"], "coordinates": [[-1.953745, -0.111505, 0.002353], [-0.115540, 1.223455, 0.587605], [0.333612, -0.446502, -0.256540], [0.633033, -1.242125, 1.014532], [1.483879, -0.336790, -1.303812], [-0.031339, 2.355131, -0.243314], [-1.525221, 0.834954, 0.805822], [-0.977948, -0.710502, -0.681583], [0.991917, 2.832209, -0.651649], [-3.543745, -0.407568, -0.239928], [0.529854, 1.292552, 1.582130], [1.094686, -2.161524, 0.811484], [-0.424881, -1.504549, 1.442927], [1.266027, -0.680509, 1.777426], [2.251894, 0.408748, -1.068475], [1.121184, -0.167155, -2.269246], [2.089483, -1.349685, -1.264757], [-2.145500, 1.311299, 1.527947], [-1.077644, -1.139930, -1.572921]], "atomic_forces_ev_per_a": [[-2.4, -0.3, -1.1], [1.8, -3.0, 1.7], [1.4, 3.4, 2.1], [-1.8, 1.2, 1.7], [0.9, -2.5, 2.4], [-1.9, 1.4, -1.3], [2.0, 2.7, 2.5], [1.7, -0.6, -1.0], [0.8, -1.0, 0.9], [-1.0, -0.5, 0.0], [-1.3, -0.1, -2.2], [0.8, -1.4, -0.5], [2.2, 0.5, -0.3], [-0.9, -0.8, -1.0], [-0.5, 0.1, 0.2], [-0.6, 0.3, -1.5], [-1.3, 1.8, -0.3], [1.1, -1.0, -1.9], [-0.9, -0.2, -0.4]], "mulliken_charge": [-0.13, 0.01, 1.01, -1.28, -1.39, -0.17, -0.07, -0.20, -0.33, -0.41, 0.38, 0.44, 0.31, 0.27, 0.33, 0.46, 0.30, 0.26, 0.22], "total_energy_ha": -833.4772, "relative_energy_kcal_mol": 70.94, "homo_lumo_gap_ev": [7.501, 7.499], "charge": 0, "lumo_energy_ev": [-0.7559, -0.7579]}

Record 8
{"formula": "C3H4N2O", "method": "the ωB97M-V functional and the def2-TZVPD basis", "symbols": ["O", "C", "C", "N", "N", "C", "H", "H", "H", "H"], "coordinates": [[0.405162, 1.018806, -1.640685], [0.375369, 0.415730, -0.384420], [0.836063, -0.914186, 0.150522], [0.038555, -1.272393, 1.110904], [-1.158836, -0.304727, 1.131918], [-0.887518, 0.612568, 0.182397], [1.275293, 1.024441, -1.985592], [1.153915, 1.090097, 0.165214], [1.813678, -1.388193, -0.418724], [-1.585700, 1.478384, -0.026160]], "atomic_forces_ev_per_a": [[-1.1, -0.9, -1.2], [3.4, 2.3, -0.2], [0.3, -0.6, -1.7], [0.1, 0.8, -1.2], [2.2, 1.4, -2.7], [-3.6, -1.5, 4.5], [1.3, 0.0, -0.6], [-1.2, -0.9, 0.3], [-2.5, 0.7, 2.4], [1.0, -1.3, 0.3]], "mulliken_charge": [-0.52, 0.52, -0.14, -0.41, -0.36, -0.21, 0.33, 0.18, 0.25, 0.37], "total_energy_ha": -301.3411, "relative_energy_kcal_mol": 91.67, "homo_lumo_gap_ev": 10.142, "smiles": "OC1C=NN=C1", "charge": 0, "lumo_energy_ev": -0.0777}